Formula: C28H40BrN4O11P2S
Source: the Open Molecules 2025 dataset
Level of theory: ωB97M-V/def2-TZVPD

XYZ file:
```
87
Properties=species:S:1:pos:R:3:forces:R:3
C 0.351 3.712 -4.628 -0.017 0.084 -1.009
C -0.172 3.078 -3.766 -0.362 -0.179 0.553
C -0.823 2.286 -2.724 0.817 0.290 -0.181
C -0.522 0.808 -2.964 -0.412 -0.379 0.391
C -1.282 -0.176 -2.037 0.966 -0.033 -1.316
C -0.491 -0.730 -0.838 -1.996 1.062 -0.526
C -0.015 0.443 0.025 0.288 -0.274 0.839
C -1.102 1.341 0.653 -0.190 -0.140 -0.005
C -1.114 1.303 2.173 0.285 -0.530 -0.184
N -2.351 1.031 2.736 0.261 0.437 0.381
O -0.102 1.523 2.801 -0.168 0.252 0.121
C -1.446 -1.742 -0.204 -0.580 -1.701 0.991
O -2.590 -1.196 0.379 0.309 0.639 0.424
C -0.624 -2.683 0.714 0.850 0.546 0.238
S -0.490 -2.028 2.431 -0.376 -0.084 0.407
P -1.423 -4.326 0.905 -0.697 -0.371 -1.169
O -2.567 -4.434 -0.047 -0.317 0.072 -0.063
C 0.761 -2.618 -0.001 1.052 0.277 1.788
O 1.541 -3.720 -0.227 -0.874 0.099 -0.749
C 2.249 -4.174 0.937 0.792 -0.539 -0.089
C 3.578 -3.471 1.177 -0.428 0.625 0.720
C 4.498 -4.370 1.994 -0.199 0.138 -0.211
N 0.631 -1.695 -1.223 1.372 0.120 -0.416
Br 2.402 -0.848 -1.287 -0.316 0.105 -0.166
C 0.552 -2.355 -2.593 -0.474 -0.529 0.755
P -0.537 -3.792 -2.893 -0.117 -1.153 -2.051
O -0.084 -4.356 -4.162 0.174 0.465 0.154
O -2.060 -3.324 -2.968 0.257 -0.036 0.569
O -0.405 -4.787 -1.669 -0.016 0.395 0.168
H 0.635 4.146 -5.557 0.291 0.239 0.205
H -0.410 2.632 -1.778 -0.244 -0.056 0.229
H -1.890 2.497 -2.749 -0.138 -0.123 0.133
H 0.548 0.613 -2.895 0.139 0.275 -0.082
H -0.800 0.593 -3.994 -0.035 -0.088 -0.102
H -1.579 -1.014 -2.664 -0.286 -0.056 0.174
H -2.207 0.282 -1.710 -0.053 -0.055 0.434
H 0.642 1.086 -0.549 0.030 -0.148 -0.364
H 0.600 0.077 0.846 0.110 0.044 0.086
H -0.853 2.373 0.413 -0.020 0.136 0.024
H -2.110 1.181 0.295 -0.023 -0.181 -0.217
H -2.368 1.247 3.725 0.097 -0.266 0.087
H -2.666 0.093 2.538 -0.369 0.124 -0.345
H -1.809 -2.463 -0.941 0.306 0.466 -0.497
H -3.173 -1.915 0.655 -0.108 -0.089 -0.293
H 0.806 -1.707 2.576 0.038 -0.082 -0.378
H -0.432 -5.280 0.621 0.197 0.126 0.675
H -1.838 -4.460 2.234 0.361 0.090 0.102
H 1.333 -1.997 0.685 -0.007 0.373 -0.142
H 1.632 -4.135 1.836 -0.243 0.116 -0.022
H 2.452 -5.226 0.750 -0.145 -0.090 -0.200
H 4.021 -3.118 0.251 0.091 -0.267 -0.217
H 3.382 -2.579 1.783 0.088 0.182 -0.125
H 4.785 -5.234 1.399 0.133 -0.158 0.099
H 3.978 -4.700 2.891 0.009 -0.177 0.068
H 5.384 -3.836 2.319 0.154 0.016 -0.065
H 1.542 -2.720 -2.837 0.073 -0.281 0.153
H 0.316 -1.616 -3.351 -0.099 0.178 0.099
H -2.627 -3.790 -2.332 -0.199 0.117 0.102
H -1.101 -5.461 -1.667 -0.039 -0.057 0.005
C 1.255 9.336 -7.053 -0.004 -0.007 0.007
C -0.116 9.131 -7.121 0.107 0.001 0.018
C -0.768 8.454 -6.103 -0.168 0.041 -0.128
C -0.029 7.996 -5.028 0.063 0.078 -0.095
C 1.338 8.186 -4.945 0.205 -0.007 0.072
C 1.981 8.861 -5.969 -0.071 0.022 -0.079
N -0.720 7.294 -3.935 -0.034 -0.051 -0.016
O -1.916 7.121 -4.043 -0.064 -0.023 -0.008
O -0.053 6.926 -2.990 0.071 -0.033 0.087
H 1.760 9.870 -7.848 0.004 -0.001 -0.008
H -0.680 9.501 -7.965 -0.019 -0.002 -0.003
H -1.834 8.291 -6.148 -0.004 -0.042 0.107
H 1.895 7.817 -4.097 -0.097 -0.030 0.058
H 3.049 9.021 -5.919 0.011 -0.003 0.016
C 0.020 -0.527 6.998 0.007 0.007 0.016
C -0.348 -1.395 5.978 0.045 0.039 0.081
C -0.762 -2.682 6.273 -0.019 0.010 -0.285
C -0.803 -3.084 7.593 0.021 0.122 0.008
C -0.437 -2.241 8.624 0.043 0.091 0.185
C -0.022 -0.952 8.319 -0.014 -0.010 -0.119
N -1.261 -4.449 7.903 0.022 -0.026 -0.011
O -1.553 -5.166 6.966 -0.014 -0.038 -0.056
O -1.318 -4.772 9.068 0.000 -0.015 0.070
H 0.339 0.480 6.762 0.008 -0.001 -0.004
H -0.317 -1.068 4.948 -0.007 0.109 0.021
H -1.049 -3.361 5.483 -0.034 -0.085 0.083
H -0.474 -2.576 9.649 -0.047 -0.102 -0.026
H 0.267 -0.280 9.114 -0.001 -0.005 0.022
```
Forces are in eV/Å.

For the LUMO energy, the calculation gives -0.1909 Ha. For the HOMO-LUMO gap, the calculation gives 0.23187 Eh. Its highest occupied orbital energy is -11.50 eV. The charge is +1.